Entry 1:
20
Properties=species:S:1:pos:R:3:forces:R:3:nbo_charge:R:1 method="wB97M-V/def2-TZVPD" homo_lumo_gap_ev=8.27 de_lowest_kcal_mol=82.9 energy_ev=-10971.682
H 2.0772 -0.0278 -1.4279 -0.2 0.7 0.1 0.336
N 2.1431 -0.2173 -0.4323 -0.7 -1.8 0.3 -0.653
C 1.0836 0.0088 0.2586 2.3 4.7 -0.3 0.316
C 1.1878 -0.1623 1.7509 -0.4 -0.7 0.2 -0.671
C 0.0734 1.1542 -0.1749 1.1 -2.4 -1.4 -0.148
C 0.3247 2.2877 -0.8144 0.3 -0.1 0.3 -0.309
C -1.1838 0.4651 -0.0209 -0.3 -1.7 1.1 0.321
O -2.1551 1.1816 0.5877 -0.2 -0.1 0.4 -0.655
C -1.0954 -0.9141 -0.0078 -2.7 0.9 -0.6 -0.325
C -0.6559 -1.7885 -1.1457 1.0 0.0 0.5 -0.622
H 1.9250 -0.9288 1.9810 0.1 0.0 0.0 0.233
H 1.4942 0.7698 2.2241 0.0 0.1 -0.1 0.227
H 0.2359 -0.4690 2.1818 0.0 0.1 0.1 0.216
H 1.3442 2.6183 -0.9567 0.0 0.1 0.0 0.210
H -0.4759 2.8951 -1.2109 -0.1 0.1 0.1 0.211
H -2.8727 0.5898 0.8520 0.0 0.0 -0.2 0.484
H -1.8317 -1.4023 0.6306 -0.3 0.0 -0.1 0.186
H -0.1656 -2.6762 -0.7407 0.1 -0.1 -0.2 0.214
H 0.0454 -1.2563 -1.7841 0.0 -0.2 -0.2 0.213
H -1.4983 -2.1279 -1.7503 -0.1 0.2 0.1 0.217

=====

Entry 2:
80
Properties=species:S:1:pos:R:3:forces:R:3:nbo_charge:R:1 method="wB97M-V/def2-TZVPD" homo_lumo_gap_ev=8.38 total_charge=+2 energy_ev=-145977.239
Be 0.4635 -0.3086 -0.2949 0.1 0.1 0.1 1.296
C -3.2097 -0.1175 -0.9512 0.3 -0.2 -0.2 -0.538
C -2.6005 0.2082 0.3997 0.1 0.2 0.0 -0.517
S -1.0082 1.1205 0.4374 0.1 -0.2 -0.3 0.156
C -1.0875 2.2793 -0.9739 -0.1 -0.1 0.3 -0.538
C 0.1474 2.2170 -1.8629 0.1 -0.2 0.0 -0.542
S 0.7434 0.5578 -2.3114 -0.1 -0.1 -0.1 0.168
C -0.3132 0.0316 -3.7025 0.0 0.1 0.3 -0.524
C -1.8056 -0.0950 -3.4415 -0.1 -0.2 0.2 -0.542
S -2.1720 -1.1748 -2.0166 0.0 0.2 0.0 0.204
H -3.4834 0.7713 -1.5146 -0.1 0.0 0.0 0.226
H -4.1283 -0.6726 -0.7640 -0.1 0.1 0.0 0.264
H -2.3650 -0.7036 0.9461 0.0 0.0 0.1 0.263
H -3.3030 0.7954 0.9905 0.0 0.0 0.0 0.253
H -1.1702 3.2786 -0.5485 0.0 0.0 -0.1 0.263
H -1.9995 2.0743 -1.5243 0.0 0.0 0.0 0.236
H 1.0010 2.6702 -1.3580 0.0 0.1 -0.1 0.247
H -0.0296 2.7593 -2.7917 0.1 0.1 0.0 0.264
H 0.1157 -0.9308 -3.9847 0.0 0.0 -0.1 0.249
H -0.1216 0.7432 -4.5057 0.1 -0.1 -0.1 0.253
H -2.2648 -0.5584 -4.3141 0.0 0.1 -0.1 0.257
H -2.2745 0.8766 -3.2975 0.0 0.0 0.0 0.222
S 0.0258 -2.0117 0.7557 -0.1 -0.1 -0.1 -0.953
Sb 1.0128 -4.0972 0.3489 0.0 0.1 -0.1 1.777
C -0.5716 -5.3130 -0.3599 0.5 0.2 0.3 -0.389
C -1.0397 -5.0320 -1.6375 0.0 0.0 0.0 -0.161
C -2.0747 -5.7921 -2.1571 0.0 0.0 0.0 -0.215
C -2.6272 -6.8197 -1.4028 0.0 0.0 0.0 -0.156
C -2.1533 -7.0887 -0.1270 0.0 0.0 0.0 -0.191
C -1.1160 -6.3354 0.4046 0.0 0.0 0.0 -0.219
C 1.9206 -4.6605 2.1779 -0.3 0.0 -0.5 -0.289
C 3.3055 -4.6256 2.2825 0.0 -0.1 0.0 -0.267
C 3.8927 -4.9198 3.5040 0.1 0.0 0.0 -0.182
C 3.1021 -5.2434 4.5984 0.0 0.0 0.0 -0.168
C 1.7193 -5.2745 4.4804 -0.1 0.0 0.0 -0.191
C 1.1174 -4.9805 3.2665 0.0 0.0 0.0 -0.238
C 2.4998 -4.0519 -1.1563 -0.3 0.0 0.4 -0.388
C 2.6517 -2.9701 -2.0115 0.0 0.1 0.0 -0.261
C 3.6108 -3.0262 -3.0130 0.0 0.0 0.0 -0.142
C 4.4091 -4.1546 -3.1442 0.0 0.0 0.0 -0.189
C 4.2515 -5.2339 -2.2848 0.0 0.0 0.0 -0.183
C 3.2894 -5.1901 -1.2865 0.0 0.0 0.0 -0.212
H -0.6014 -4.2310 -2.2226 0.0 0.0 0.0 0.207
H -2.4471 -5.5864 -3.1518 0.0 0.0 0.0 0.232
H -3.4266 -7.4199 -1.8161 0.0 0.0 0.0 0.237
H -2.5872 -7.8891 0.4571 0.0 0.0 0.0 0.239
H -0.7384 -6.5540 1.3958 0.0 0.0 0.0 0.226
H 3.9248 -4.3861 1.4256 0.0 0.0 0.0 0.226
H 4.9702 -4.8948 3.5983 0.0 0.0 0.0 0.235
H 3.5616 -5.4758 5.5495 0.0 0.0 0.0 0.240
H 1.1008 -5.5263 5.3315 0.0 0.0 0.0 0.239
H 0.0379 -4.9934 3.1747 0.0 0.0 0.1 0.223
H 2.0267 -2.0891 -1.8941 0.0 0.0 0.0 0.201
H 3.7409 -2.1918 -3.6906 0.0 0.0 0.0 0.219
H 5.1581 -4.1936 -3.9240 0.0 0.0 0.0 0.240
H 4.8742 -6.1121 -2.3908 0.0 0.0 0.0 0.242
H 3.1546 -6.0366 -0.6219 0.1 0.0 0.0 0.231
C 2.8370 2.0172 1.4423 -0.1 0.0 0.0 -0.938
As 2.5776 0.3453 0.4870 0.2 0.2 -0.1 0.753
C 3.3710 -0.8934 1.7443 -0.1 0.0 0.0 -0.933
C 3.9216 0.5351 -0.9509 0.1 -0.1 0.2 -0.704
C 5.3374 0.3795 -0.4760 0.0 0.0 0.0 -0.087
C 6.1163 1.4978 -0.1966 -0.1 0.0 0.0 -0.212
C 7.4302 1.3564 0.2273 0.0 0.0 0.0 -0.189
C 7.9785 0.0921 0.3763 0.0 0.0 0.0 -0.196
C 7.2091 -1.0299 0.0995 0.0 -0.1 0.0 -0.214
C 5.8972 -0.8884 -0.3235 0.0 0.1 0.0 -0.172
H 3.8788 2.0759 1.7556 0.0 0.0 0.0 0.254
H 2.1949 2.0556 2.3202 0.0 0.0 0.0 0.252
H 2.6127 2.8670 0.7987 0.0 0.0 0.0 0.234
H 4.3935 -0.5811 1.9469 0.0 0.0 0.0 0.257
H 3.3697 -1.9076 1.3478 0.0 0.0 0.0 0.230
H 2.7895 -0.8706 2.6653 -0.1 0.0 0.0 0.255
H 3.7641 1.5325 -1.3645 -0.1 0.0 -0.1 0.240
H 3.6910 -0.1920 -1.7290 -0.1 0.0 0.0 0.237
H 5.6958 2.4889 -0.3289 0.0 0.0 0.0 0.212
H 8.0265 2.2365 0.4279 0.0 0.0 0.0 0.232
H 9.0054 -0.0186 0.6974 0.0 0.0 0.0 0.232
H 7.6355 -2.0193 0.2056 0.0 0.0 0.0 0.223
H 5.3019 -1.7662 -0.5505 0.0 -0.1 0.0 0.193

=====

Entry 3:
16
Properties=species:S:1:pos:R:3:forces:R:3:nbo_charge:R:1 method="wB97M-V/def2-TZVPD" homo_lumo_gap_ev="7.69 / 7.69" de_lowest_kcal_mol=193.9 energy_ev=-9427.834
C 0.6150 1.8948 0.3898 -1.2 -0.7 0.4 -0.640
C 0.4399 0.6473 -0.5150 3.1 1.6 -2.5 0.398
C 1.5029 -0.3549 -0.1111 0.0 -0.2 0.0 -0.080
C 2.5820 -0.8701 0.0657 -1.0 0.3 0.1 -0.231
O 0.3760 0.8441 -1.7661 -0.7 -0.6 2.0 -0.585
H 1.6302 2.2750 0.3052 0.0 -0.1 -0.3 0.232
H -0.1411 2.6171 0.0884 0.2 0.2 0.0 0.224
H 0.4374 1.6042 1.4260 0.1 0.1 0.1 0.209
H 3.5161 -1.3219 0.2794 0.1 -0.1 0.0 0.236
C -1.0212 -1.9312 -0.4245 -1.2 3.2 0.4 -0.362
C -1.2987 0.0044 0.0390 0.8 -4.5 -0.6 -0.123
C -2.3138 0.3898 0.5736 -0.2 0.1 0.3 -0.179
H -0.9271 -2.4011 0.5452 -0.1 0.1 0.0 0.216
H -0.2234 -2.1070 -1.1301 0.4 0.6 0.1 0.229
H -1.9941 -1.9339 -0.8934 -0.1 -0.6 0.1 0.216
H -3.1800 0.6432 1.1278 -0.2 0.4 0.0 0.240

=====

Entry 4:
9
Properties=species:S:1:pos:R:3:forces:R:3:nbo_charge:R:1 method="wB97M-V/def2-TZVPD" homo_lumo_gap_ev=8.16 de_lowest_kcal_mol=1.4 energy_ev=-48622.137
C -0.1039 -0.8990 -0.3999 0.8 -0.4 -0.7 0.014
C -1.0009 0.0008 0.2867 -1.0 0.3 0.5 -0.511
N -0.5824 -1.9618 -0.9104 -0.4 -0.1 0.7 -0.388
S -2.4358 -0.6094 1.1866 0.2 0.1 -0.3 0.096
S -2.7729 -0.7779 -2.1998 -0.3 0.2 -0.2 -0.276
S -2.6154 0.3728 -0.6933 0.3 0.0 0.3 0.494
Cl 0.4378 -2.9715 -1.7991 0.5 0.1 -0.1 0.134
H 0.9270 -0.5613 -0.5332 -0.1 -0.1 -0.1 0.190
H -0.5589 0.8942 0.7130 0.0 0.0 -0.1 0.247

=====

Entry 5:
84
Properties=species:S:1:pos:R:3:forces:R:3:lowdin_charge:R:1 method="wB97M-V/def2-TZVPD" homo_lumo_gap_ev=7.19 energy_ev=-78701.097
Rh -0.2337 -0.0492 0.1825 4.3 0.5 -0.3 0.997
C 5.2154 -0.8909 0.1088 -0.1 0.0 -0.1 -0.442
S 4.5926 0.5358 -0.8016 0.2 0.0 0.1 0.868
C 2.8897 0.5155 -0.4235 -0.4 0.0 0.0 -1.057
S 2.1850 -0.7599 0.4819 -1.4 -0.1 -0.2 0.735
N 2.2644 1.5453 -0.9042 0.6 0.1 -0.2 -0.075
N 0.9502 1.6026 -0.6153 -0.8 -1.2 1.0 -0.103
C 0.3115 2.6056 -1.0352 -0.4 0.9 -0.5 -0.061
C -1.0868 2.7251 -0.6520 0.0 0.3 -0.2 -0.253
C -1.8755 3.8157 -0.9792 0.1 0.3 -0.1 0.000
C -3.1746 3.8756 -0.5062 0.0 0.1 -0.1 -0.044
C -3.6587 2.8362 0.2683 0.0 0.0 0.0 -0.035
C -2.8128 1.7760 0.5363 0.0 0.0 0.0 -0.093
N -1.5596 1.7331 0.0907 -1.1 -1.3 0.2 0.019
H 6.2980 -0.8587 -0.0051 0.0 0.0 0.0 0.032
H 4.8230 -1.8132 -0.3131 0.0 0.0 0.0 0.025
H 4.9450 -0.8152 1.1587 0.1 0.0 0.0 0.021
H 0.8188 3.3520 -1.6359 -0.1 0.1 0.0 0.139
H -1.4534 4.6063 -1.5868 -0.1 0.0 0.0 0.119
H -3.8048 4.7280 -0.7269 0.0 0.0 -0.1 0.113
H -4.6745 2.8337 0.6405 0.1 0.0 0.0 0.111
H -3.1411 0.9304 1.1247 0.0 0.0 0.0 0.122
C 0.4494 -6.6099 2.2623 -0.1 0.0 0.0 -0.038
C -0.7318 -6.1073 3.0481 0.1 0.0 0.0 -0.210
C -1.3429 -6.8878 4.0217 0.0 0.0 0.0 -0.044
C -2.4233 -6.4203 4.7563 0.0 0.0 0.0 -0.086
C -2.9247 -5.1536 4.5027 0.0 0.0 0.0 -0.082
C -2.3460 -4.3624 3.5206 0.0 0.0 -0.1 -0.044
C -1.2423 -4.8258 2.8068 0.1 0.1 0.0 -0.199
N -0.6207 -4.0508 1.7960 -0.1 0.0 0.1 0.148
C -0.5914 -2.6749 1.6953 0.0 -0.1 -0.3 -0.362
N -0.5667 -2.0203 2.8695 0.1 0.1 0.2 0.152
C -0.3438 -0.6479 3.1510 -0.2 -0.1 0.0 -0.200
C -0.1832 0.3113 2.1579 0.3 0.1 -0.2 -0.235
C 0.0905 1.6136 2.5827 0.0 0.1 0.1 -0.122
C 0.1900 1.9496 3.9214 0.0 0.0 0.0 -0.090
C -0.0101 0.9759 4.8883 0.0 0.0 0.0 -0.063
C -0.2904 -0.3284 4.5184 0.0 0.0 0.1 -0.219
C -0.5196 -1.3829 5.5746 0.1 0.1 0.0 -0.044
N -0.5302 -2.0893 0.5367 -0.9 0.0 0.1 -0.007
C -0.6790 -2.9286 -0.6263 -0.2 -0.2 0.2 -0.264
C 0.4359 -3.2502 -1.3903 0.0 0.1 -0.1 -0.038
C 0.3064 -4.0478 -2.5185 0.0 0.0 0.1 -0.078
C -0.9407 -4.5369 -2.8756 0.0 0.0 0.0 -0.079
C -2.0463 -4.2387 -2.0933 0.0 0.0 0.0 -0.034
C -1.9416 -3.4412 -0.9568 0.0 0.0 0.0 -0.218
C -3.1505 -3.1801 -0.0982 0.0 0.1 -0.1 -0.025
H 0.7891 -7.5687 2.6505 0.0 0.0 0.0 0.078
H 1.2779 -5.9000 2.3067 0.0 0.0 0.0 0.086
H 0.1960 -6.7495 1.2062 0.0 0.0 0.0 0.087
H -0.9542 -7.8824 4.2117 0.0 0.0 0.0 0.112
H -2.8760 -7.0466 5.5144 0.0 0.0 0.0 0.103
H -3.7775 -4.7816 5.0570 0.0 0.0 0.0 0.105
H -2.7658 -3.3914 3.2893 0.0 0.0 0.0 0.115
H -0.3968 -4.5267 0.9362 -0.1 0.0 -0.1 0.134
H -0.5390 -2.6249 3.6719 0.0 0.0 0.0 0.103
H 0.2500 2.3918 1.8458 0.0 0.0 0.0 0.083
H 0.4314 2.9661 4.2112 0.0 0.0 0.0 0.101
H 0.0600 1.2282 5.9409 0.0 0.0 0.0 0.107
H -0.5619 -0.9178 6.5575 0.0 0.0 0.0 0.078
H 0.2929 -2.1186 5.5993 -0.1 0.0 0.0 0.090
H -1.4605 -1.9196 5.4222 0.0 0.0 0.0 0.077
H 1.3967 -2.8409 -1.1080 0.0 0.0 0.0 0.070
H 1.1787 -4.2699 -3.1215 0.0 0.0 0.0 0.106
H -1.0579 -5.1456 -3.7645 0.0 0.0 0.0 0.106
H -3.0199 -4.6298 -2.3697 0.0 0.0 0.0 0.117
H -4.0569 -3.2087 -0.7034 0.0 0.0 0.0 0.087
H -3.0874 -2.2012 0.3748 0.0 0.0 0.0 0.071
H -3.2417 -3.9382 0.6856 0.0 0.0 0.0 0.075
O -4.1855 -0.9204 -3.4899 -0.1 0.0 0.1 0.053
C -3.1092 -1.1974 -4.2428 0.1 -0.1 0.0 -0.275
C -3.3070 -1.6882 -5.5336 0.0 0.0 -0.1 -0.020
C -2.2228 -2.0113 -6.3285 0.0 0.0 0.1 -0.090
C -0.9205 -1.8448 -5.8591 0.0 0.0 -0.1 -0.098
C -0.7215 -1.3521 -4.5826 -0.1 0.0 -0.1 -0.033
C -1.8002 -1.0239 -3.7620 0.1 -0.1 0.0 -0.073
C -1.5537 -0.5699 -2.3604 0.0 0.1 -0.1 -0.561
O -2.5458 -0.4203 -1.5978 0.2 0.0 0.0 -0.030
O -0.3425 -0.3765 -2.0137 -0.5 0.0 0.5 -0.110
H -3.8185 -0.6861 -2.5948 0.0 0.1 0.0 0.067
H -4.3239 -1.8189 -5.8846 0.0 0.0 0.0 0.113
H -2.3948 -2.4047 -7.3236 0.0 0.0 0.0 0.099
H -0.0765 -2.1032 -6.4876 0.0 0.0 0.0 0.095
H 0.2759 -1.2156 -4.1838 0.0 0.0 0.0 0.115

=====

Entry 6:
14
Properties=species:S:1:pos:R:3:forces:R:3:nbo_charge:R:1 method="wB97M-V/def2-TZVPD" homo_lumo_gap_ev=8.68 de_lowest_kcal_mol=132.4 energy_ev=-9632.296
N 0.7739 -0.4356 -0.4006 -0.8 0.3 0.9 -0.166
N 0.8724 -0.8789 -1.7264 -0.1 0.1 0.0 -0.643
N 0.2255 0.7320 1.4770 0.4 -0.3 0.0 -0.526
C -0.7016 0.3809 -0.0215 0.5 -0.3 -1.1 0.030
C -1.8687 -0.2811 0.0462 0.3 -0.1 0.0 -0.664
N 1.7762 0.3299 -0.0171 -0.3 0.3 0.3 -0.022
N 1.5532 1.0178 1.0333 -0.2 -0.4 -0.4 -0.137
H 1.6695 -0.4414 -2.1794 -0.1 0.0 0.1 0.359
H 0.9974 -1.8841 -1.7226 0.0 0.1 0.0 0.361
H -0.0997 1.4658 2.0973 0.0 0.0 -0.1 0.407
H 0.1227 -0.1887 1.9096 0.2 0.1 0.0 0.389
H -0.6348 1.3321 -0.5385 -0.1 0.0 -0.1 0.193
H -2.7337 0.1060 -0.4692 0.0 0.2 0.1 0.223
H -1.9523 -1.2547 0.5118 0.0 -0.1 0.0 0.195